C10H15O7PTl as an isolated structure at a distorted geometry. Source: OMol25; level of theory: ωB97M-V/def2-TZVPD.

Positions of all 34 atoms, in Å:
C: 0.0437 -1.0295 -4.8571
H: -0.8759 2.7648 -0.7089
C: 0.8917 -0.1823 3.0708
C: -0.6444 3.2489 1.3776
H: -1.7381 3.3037 1.3934
O: -2.9802 -1.2832 -2.0960
H: 1.1537 -1.2091 2.8012
C: 0.1265 3.2141 -4.4855
O: -0.0375 -1.8490 -5.6442
O: 0.1329 1.1642 0.2426
H: -0.2759 2.7593 2.2821
H: -1.1450 -2.8201 -0.5842
O: 0.1023 -1.2647 0.1147
H: -0.8067 -2.8244 1.1716
H: 1.5362 -3.4286 0.7723
H: -0.2939 4.2859 1.3972
C: -0.3713 -2.6387 0.1773
H: 0.5186 -4.5517 -0.1392
O: -1.3475 -0.1878 1.8830
C: 2.4327 -0.6793 -2.2658
P: -1.0018 -0.0517 0.3076
O: 0.1054 4.1821 -5.0885
H: 1.2829 -0.0133 4.0806
H: 0.8015 3.0553 -0.2106
C: -0.5924 0.0302 3.1220
C: 0.8348 -3.5090 -0.0616
C: -0.1494 2.6027 0.1050
C: -2.1561 -0.4869 -2.1272
O: 3.3486 -1.2635 -1.9214
H: 1.3941 0.5205 2.4017
H: -0.8436 1.0407 3.4587
Tl: 0.2299 1.0076 -2.8243
H: -1.0409 -0.6673 3.8347
H: 1.3652 -3.2400 -0.9796

* electronic energy: -38892.381 eV
* LUMO energy (spin up / spin down): -14.96 / -16.79 eV
* total charge: +3
* molecular weight: 482.58 g mol⁻¹
* maximum force: 7.5 eV Å⁻¹
* energy above the lowest of the compared OMol25 structures with the same formula, charge and spin: 0.0 kJ/mol